1.
ORCA calculation (ωB97M-V/def2-TZVPD) on a cluster of 2 separate species, C4H13NO2 in total in a non-equilibrium geometry.

Structure (XYZ):
```
20
Properties=species:S:1:pos:R:3:forces:R:3:nbo_charge:R:1
C -1.049565 0.513011 1.838627 0.388 0.434 -0.587 -0.653
C -0.978857 1.720286 0.783090 -2.698 -1.340 -1.697 -0.412
C -0.905995 1.183738 -0.738081 0.314 -0.460 2.225 -0.231
N 0.230788 0.152326 -0.640326 -1.882 0.007 -1.972 -0.672
C 0.487853 -0.677903 -1.825008 -0.539 2.374 -1.009 0.087
O 1.930663 -0.805343 -1.937318 -1.771 -1.844 0.708 -0.710
H -0.858410 -0.435144 1.178645 -0.425 1.566 1.834 0.254
H -2.005829 0.473444 2.514038 1.661 0.162 -1.632 0.210
H -0.196009 0.731437 2.518910 -0.470 -0.856 -0.240 0.204
H -0.301249 2.566480 0.893902 0.194 -0.406 0.545 0.202
H -2.006008 2.097505 0.701449 0.214 0.745 0.652 0.196
H -1.891839 0.611859 -0.882223 1.598 0.554 -0.066 0.187
H -0.979100 2.141737 -1.425645 0.985 -2.098 0.754 0.190
H 1.159785 0.458296 -0.475029 0.499 1.476 0.643 0.374
H -0.219647 -1.521648 -1.879017 1.165 -0.648 0.421 0.167
H 0.209130 -0.098618 -2.708218 0.114 0.078 -0.276 0.139
H 2.070660 -1.608766 -1.407488 0.574 0.283 -0.330 0.465
O 1.499730 -2.671132 0.942450 -1.311 -0.557 0.660 -0.934
H 1.475759 -2.483071 1.891065 -0.079 -0.010 -0.298 0.477
H 2.328134 -2.348489 0.656176 1.468 0.540 -0.335 0.458
```
Forces are in eV/Å.

Properties
SMILES ... CCCNCO.O
Kohn-Sham gap ... 9.372 eV
ΔE to the lowest compared entry with this formula, charge and spin ... 61.61 kcal per mole
Total energy ... -9941.525 eV
Maximum force ... 3.46 eV/A
Total charge ... 0
HOMO energy ... -8.72 eV
E_LUMO ... 0.651 eV

***

2.
ORCA calculation (ωB97M-V/def2-TZVPD) on an isolated molecule of C4H4O in a non-equilibrium geometry.

Structure (XYZ):
```
9
Properties=species:S:1:pos:R:3:forces:R:3:nbo_charge:R:1
C 0.423231 -1.149604 -0.165693 -1.197 2.143 -0.818 -0.600
C 0.210606 -1.556808 -1.372074 -0.241 -0.198 -0.120 0.264
C -0.467839 1.167719 -0.386472 -1.691 -3.254 -0.002 0.442
C 0.031066 0.122889 0.590052 2.099 -1.206 0.325 -0.517
O -1.302954 0.841704 -1.200588 0.839 0.485 0.136 -0.486
H 1.182612 -1.694605 0.270740 1.653 -1.667 0.924 0.280
H -0.810182 -0.178080 1.175320 -0.725 0.156 0.759 0.255
H -0.183201 2.135268 -0.228753 0.902 3.076 0.175 0.127
H 0.916662 0.311518 1.317468 -1.639 0.465 -1.380 0.235
```
Forces are in eV/Å.

Properties
Kohn-Sham gap ... 9.886 eV
ΔE to the lowest compared entry with this formula, charge and spin ... 94.02 kcal per mole
Total energy ... -6255.302 eV
Maximum force ... 3.67 eV/A
Total charge ... 0
HOMO energy ... -10.13 eV
E_LUMO ... -0.245 eV

***

3.
ORCA calculation (ωB97M-V/def2-TZVPD) on an isolated molecule of C7H7N5O in a non-equilibrium geometry.

Structure (XYZ):
```
20
Properties=species:S:1:pos:R:3:forces:R:3:nbo_charge:R:1
C 1.547218 -0.325709 -1.999710 0.069 0.255 0.724 -0.412
N 0.797823 0.540096 -1.062367 -0.463 0.880 -0.137 -0.331
C 0.653971 1.898473 -1.391892 -0.373 -1.069 2.070 0.023
C -0.004753 2.711011 -0.503662 0.005 -1.569 0.458 -0.086
N -0.588161 2.241845 0.687059 0.492 -0.806 -0.861 -0.272
C -0.556894 0.939730 0.940815 0.766 2.336 -1.632 0.060
C -1.156035 0.349897 2.155620 -1.602 0.669 4.089 0.573
O -1.518084 1.001849 3.165211 1.049 -0.410 -2.798 -0.545
N -1.336251 -1.011533 2.210335 -0.020 1.231 0.103 -0.575
C -0.761308 -1.705947 1.296944 0.258 0.603 -0.505 0.590
N -0.948978 -3.025265 1.359326 -0.633 -0.904 0.573 -0.767
N 0.016799 -1.269103 0.249135 0.757 -0.520 -1.131 -0.604
C 0.098162 0.005386 0.033410 -0.056 0.290 -0.121 0.423
H 0.856005 -0.679418 -2.755231 0.113 -0.189 -0.247 0.216
H 1.940213 -1.154717 -1.420895 -0.103 -0.195 -0.087 0.244
H 2.408765 0.215789 -2.434128 -0.701 -0.071 0.207 0.216
H 1.131527 2.273944 -2.291105 -0.031 -0.287 0.151 0.226
H -0.032017 3.754893 -0.730821 -0.342 0.459 0.250 0.214
H -0.844580 -3.474065 0.477022 -0.001 -0.716 -0.248 0.394
H -1.703421 -3.287157 2.014932 0.818 0.015 -0.857 0.412
```
Forces are in eV/Å.

Properties
SMILES ... Cn1ccnc2c(=O)nc(N)nc1-2
Kohn-Sham gap ... 7.732 eV
ΔE to the lowest compared entry with this formula, charge and spin ... 0.00 kcal per mole
Total energy ... -16870.151 eV
Maximum force ... 4.44 eV/A
Total charge ... 0
HOMO energy ... -8.74 eV
E_LUMO ... -1.010 eV

***

4.
ORCA calculation (ωB97M-V/def2-TZVPD) on a structure of composition C20H23ClCoN2O5Si in a non-equilibrium geometry.

Structure (XYZ):
```
53
Properties=species:S:1:pos:R:3:forces:R:3:nbo_charge:R:1
Co -13.920071 -4.065899 -4.682861 0.239 -0.292 1.216 1.579
N -14.520005 -3.800981 -2.626226 0.383 0.068 -0.037 -0.911
C -15.518285 -4.841651 -2.380726 -1.718 -0.046 2.093 -0.253
C -15.007561 -6.204868 -2.726493 -0.208 -0.536 0.341 -0.252
N -14.582676 -6.199922 -4.108484 0.884 -0.277 -2.153 -0.911
H -13.674074 -3.855512 -1.992254 -1.443 0.161 -0.919 0.422
H -14.969888 -2.887396 -2.565169 0.439 -0.133 0.223 0.407
H -16.499408 -4.653038 -2.878702 1.050 0.196 -0.449 0.217
H -15.895074 -4.856784 -1.326968 0.702 0.043 -0.400 0.209
H -15.765732 -6.957004 -2.583937 -0.623 -0.106 0.196 0.214
H -14.197556 -6.568854 -2.076904 0.082 0.598 -0.243 0.218
H -15.276227 -6.567912 -4.789759 0.353 0.387 0.937 0.400
H -13.783915 -6.828739 -4.201403 0.009 0.344 -0.278 0.414
O -11.987001 -3.411421 -3.775962 0.008 -1.427 -0.732 -0.928
Cl -11.042138 -4.468592 -4.327168 0.256 -0.144 -1.588 2.442
O -10.129425 -3.757712 -5.215411 -0.462 -1.162 1.861 -0.767
O -10.507953 -5.238485 -3.219952 -0.143 1.352 -1.342 -0.757
O -11.832375 -5.401447 -5.207559 0.126 1.277 1.631 -0.895
O -14.810805 -2.691492 -5.638461 0.685 -0.365 1.484 -1.340
Si -14.749305 -2.334944 -7.159715 -0.153 -0.836 -3.038 1.922
C -16.399667 -2.697160 -7.950423 0.900 0.734 -0.702 -0.542
C -16.546482 -3.654590 -8.975785 -0.352 0.265 0.022 -0.180
C -17.821340 -3.953386 -9.461514 0.100 0.159 0.226 -0.217
C -18.897008 -3.206458 -9.013255 -0.403 -0.221 0.483 -0.188
C -18.742981 -2.203082 -8.043319 0.088 -0.353 -1.610 -0.217
C -17.475288 -1.900888 -7.570747 -1.207 0.638 0.687 -0.195
C -13.492246 -3.345335 -8.206988 0.607 0.329 0.288 -0.521
C -13.107888 -4.574168 -7.669833 -1.351 0.161 0.577 -0.122
C -12.107735 -5.341278 -8.199912 1.045 -0.149 -0.452 -0.206
C -11.454225 -4.939005 -9.361327 0.499 -0.435 -0.389 -0.187
C -11.793987 -3.740258 -9.927700 -0.961 1.086 -0.701 -0.215
C -12.790420 -2.944437 -9.356414 -0.867 1.012 -0.034 -0.189
C -14.229001 -0.538850 -7.549319 -0.911 -0.411 -1.095 -0.432
C -13.325414 0.127600 -6.710535 -0.008 0.238 0.152 0.061
C -12.994019 1.484980 -7.007790 1.059 0.949 0.280 -0.110
C -13.453644 2.130187 -8.127214 0.592 0.841 1.189 -0.246
C -14.255323 1.428535 -9.008929 -0.932 0.107 -1.526 0.034
C -14.653834 0.097860 -8.729822 0.823 -0.618 1.801 -0.142
H -15.678932 -4.065425 -9.497730 -0.124 -0.250 0.660 0.227
H -18.015062 -4.758956 -10.164115 0.323 0.248 -0.144 0.224
H -19.880822 -3.421566 -9.439249 0.239 0.161 0.286 0.221
H -19.612245 -1.605080 -7.870625 -0.230 0.402 0.547 0.219
H -17.409284 -0.972645 -6.932836 0.350 -1.316 -0.384 0.211
H -13.757405 -4.970795 -6.863990 0.739 -0.002 -0.164 0.154
H -11.705466 -6.176994 -7.676979 -0.262 -0.788 0.252 0.232
H -10.698295 -5.540369 -9.903210 -0.454 0.213 0.872 0.231
H -11.361852 -3.412686 -10.869358 0.125 -0.091 0.187 0.222
H -13.132558 -1.993035 -9.845059 0.751 -0.874 0.348 0.195
H -12.890070 -0.349517 -5.810940 -0.292 0.201 -0.699 0.252
H -12.274554 1.966834 -6.339173 -0.398 0.072 -0.223 0.244
H -13.257126 3.196034 -8.291957 0.186 -0.591 0.008 0.257
H -14.623361 1.938679 -9.932483 0.290 -0.561 0.881 0.245
H -15.319002 -0.414962 -9.385290 -0.432 -0.259 -0.425 0.252
```
Forces are in eV/Å.

Properties
Kohn-Sham gap (alpha / beta) ... 7.947 / 3.629 eV
⟨S²⟩ ... 6.02
ΔE to the lowest compared entry with this formula, charge and spin ... 0.00 kcal per mole
Total energy ... -92343.907 eV
Multiplicity ... 5
Maximum force ... 3.15 eV/A
Total charge ... +1
HOMO energy (alpha / beta) ... -11.57 / -11.53 eV
E_LUMO (alpha / beta) ... -3.618 / -7.898 eV